CH2INO | the ωB97M-V functional and the def2-TZVPD basis

Results
Gap between HOMO and LUMO (alpha / beta), eV: 7.8993 / 6.9373
<S²>: 2.010
Spin multiplicity: 3
Relative energy (zero: lowest compared OMol25 entry of this formula, charge and spin), kJ/mol: 81.7
E, eV: -12703.0421
HOMO level (alpha / beta), eV: -7.1 / -9.9
F_max, eV Å⁻¹: 4.018

Each atom is followed by the atoms it is bonded to, with distances in Å.
Cartesian coordinates (Å):
1 C 0.22782 0.11172 0.07423  N2 1.246, O3 1.473, H5 1.170
2 N 1.12845 -0.69768 -0.21988  C1 1.246, H6 1.094
3 O -1.02285 -0.66020 -0.01864  C1 1.473, I4 1.979
4 I -2.67356 0.41666 -0.19219  O3 1.979
5 H 0.17170 1.23025 0.41203  C1 1.170
6 H 2.16844 -0.40075 -0.05555  N2 1.094